[1]
11
Properties=species:S:1:pos:R:3:mulliken_charge:R:1 method="wB97M-V/def2-TZVPD" smiles="C=C=CCO" homo_ev=-8.805
O -2.086 -1.080 0.759 -0.523
C -1.054 -0.785 -0.156 -0.327
C -0.314 0.450 0.275 -0.363
C 0.917 0.574 -0.107 0.159
C 2.042 0.820 -0.710 -0.668
H -1.671 -1.187 1.626 0.311
H -0.324 -1.610 -0.215 0.267
H -1.496 -0.665 -1.147 0.264
H 1.790 1.887 -0.852 0.251
H -0.797 1.186 0.910 0.367
H 2.993 0.411 -0.383 0.264



[2]
63
Properties=species:S:1:pos:R:3:mulliken_charge:R:1 method="wB97M-V/def2-TZVPD" smiles="NC(=O)[C@@H](CC1CC1)[C@@H](CCC(F)(F)F)C(=O)N[C@H]1N=C(c2ccccc2)c2cccc(F)c2NC1=O" homo_ev=-9.251
N 5.352 0.008 1.569 -0.253
C 4.859 -0.017 0.308 -0.494
O 5.515 -0.398 -0.634 -0.641
C 3.411 0.452 0.187 0.285
H 2.930 0.389 1.168 0.623
C 3.413 1.919 -0.281 -0.943
C 3.985 2.858 0.754 -0.190
C 5.463 3.105 0.817 -0.606
C 4.544 4.180 0.320 -0.670
H 4.374 5.043 0.945 0.281
H 4.550 4.403 -0.736 0.244
H 5.928 3.236 1.783 0.274
H 6.090 2.603 0.096 0.244
H 3.441 2.849 1.693 0.499
H 2.386 2.219 -0.504 0.436
H 3.992 1.989 -1.204 0.327
C 2.680 -0.438 -0.829 0.620
C 1.280 0.079 -1.146 -1.042
O 0.898 0.317 -2.272 -0.675
N 0.480 0.204 -0.065 0.216
H 0.823 0.036 0.866 0.399
C -0.894 0.607 -0.153 -0.458
N -1.719 -0.455 0.323 -0.519
C -2.981 -0.435 0.153 0.093
C -3.746 -1.584 0.655 0.322
C -5.072 -1.453 1.065 -0.199
C -5.760 -2.549 1.551 -0.821
C -5.138 -3.784 1.634 -0.385
C -3.816 -3.919 1.239 -0.622
C -3.121 -2.827 0.757 -0.588
H -2.091 -2.917 0.450 0.727
H -3.326 -4.878 1.308 0.417
H -5.682 -4.638 2.009 0.388
H -6.786 -2.438 1.870 0.397
H -5.559 -0.489 1.022 0.486
C -3.713 0.662 -0.508 0.552
C -4.767 0.374 -1.377 -0.782
C -5.499 1.378 -1.976 -0.816
C -5.217 2.707 -1.692 -0.513
C -4.175 2.993 -0.841 0.706
C -3.381 2.002 -0.256 -0.123
N -2.357 2.393 0.603 -0.011
C -1.130 1.825 0.750 0.238
O -0.313 2.234 1.537 -0.670
H -2.467 3.303 1.041 0.361
F -3.891 4.282 -0.545 -0.317
H -5.787 3.514 -2.124 0.472
H -6.300 1.134 -2.655 0.421
H -4.996 -0.660 -1.584 0.597
H -1.094 0.883 -1.201 0.576
C 2.580 -1.889 -0.338 -0.882
H 3.579 -2.253 -0.088 0.636
H 1.964 -1.936 0.564 0.359
C 1.969 -2.790 -1.413 -0.781
C 1.627 -4.151 -0.851 0.873
F 1.149 -4.986 -1.788 -0.298
F 2.679 -4.769 -0.295 -0.288
F 0.683 -4.086 0.106 -0.248
H 2.666 -2.929 -2.241 0.281
H 1.046 -2.357 -1.805 0.327
H 3.253 -0.421 -1.761 0.633
H 6.330 -0.195 1.700 0.272
H 4.860 0.462 2.317 0.255



[3]
67
Properties=species:S:1:pos:R:3:mulliken_charge:R:1 method="wB97M-V/def2-TZVPD" homo_ev=-8.020
Zr 0.055 0.738 0.189 -1.413
O 3.538 -0.781 0.717 -0.620
Cl 2.654 0.095 1.374 1.909
O 3.212 0.720 2.502 -0.632
O 2.183 1.162 0.395 -0.628
O 1.375 -0.559 1.689 -0.486
B -0.268 3.379 -1.074 0.427
N -0.588 2.503 -2.294 -0.335
C -1.007 2.730 -3.540 -0.276
C -1.340 1.512 -4.112 -1.193
C -1.088 0.574 -3.112 -0.193
N -0.637 1.186 -2.018 0.506
N -1.503 3.311 -0.157 0.300
C -2.444 4.217 0.139 -0.235
C -3.482 3.571 0.780 -1.124
C -3.085 2.233 0.828 -0.263
N -1.895 2.086 0.254 0.178
H 0.021 4.506 -1.346 -0.102
H 0.685 2.802 -0.513 0.227
H -1.029 3.731 -3.939 0.474
H -1.698 1.330 -5.109 0.442
H -1.187 -0.497 -3.132 0.346
H -2.303 5.251 -0.129 0.471
H -4.392 4.000 1.158 0.431
H -3.591 1.387 1.261 0.453
I -1.882 -1.061 1.657 0.369
C -1.726 0.027 3.441 0.464
C -2.423 -0.435 4.518 -0.769
C -2.330 0.258 5.742 -0.629
C -1.553 1.376 5.827 -0.954
C -0.834 1.858 4.707 1.142
C -0.051 3.033 4.808 -0.903
C 0.609 3.505 3.716 -1.185
C 0.529 2.819 2.482 -0.600
C -0.187 1.653 2.315 1.687
C -0.896 1.175 3.461 -0.260
H -3.039 -1.321 4.446 0.433
H -2.877 -0.104 6.602 0.396
H -1.478 1.920 6.761 0.385
H 0.004 3.544 5.762 0.364
H 1.205 4.407 3.785 0.441
H 1.081 3.250 1.653 0.290
C 3.765 -3.327 -4.495 -0.424
C 3.438 -3.809 -3.235 -0.775
C 2.693 -3.036 -2.358 -0.072
C 2.263 -1.762 -2.730 0.197
C 2.617 -1.279 -3.990 -0.424
C 3.353 -2.056 -4.871 -0.753
C 1.467 -0.888 -1.838 0.938
C 0.531 -1.216 -0.938 0.382
C 0.083 -2.617 -0.763 -0.965
C -0.680 -3.242 -1.751 -0.183
C -1.118 -4.550 -1.599 -0.866
C -0.795 -5.267 -0.456 -0.574
C -0.032 -4.660 0.532 -0.896
C 0.396 -3.350 0.385 0.624
H 4.346 -3.935 -5.176 0.388
H 3.770 -4.792 -2.928 0.403
H 2.455 -3.417 -1.375 0.428
H 2.304 -0.282 -4.280 0.392
H 3.611 -1.667 -5.847 0.382
H 1.714 0.167 -1.987 0.432
H -0.912 -2.705 -2.663 0.272
H -1.705 -5.012 -2.383 0.402
H -1.131 -6.289 -0.339 0.399
H 0.234 -5.212 1.426 0.423
H 0.993 -2.887 1.161 0.536



[4]
27
Properties=species:S:1:pos:R:3:mulliken_charge:R:1 method="wB97M-V/def2-TZVPD" smiles="O=c1ccc(S(=O)(=O)Cc2cccc(F)c2F)n[nH]1" homo_ev=-9.715
O -0.444 -2.113 -3.161 -0.648
O -2.712 0.834 2.405 -0.642
O -2.578 2.599 0.831 -0.664
F 1.994 -2.451 0.919 -0.363
F 0.427 -0.922 2.565 -0.373
N -1.542 0.630 -1.449 -0.676
C -0.857 -1.557 -2.213 0.436
C -1.693 0.158 -0.188 -0.048
C -1.095 -2.216 -0.895 -0.462
C -1.546 -1.382 0.018 -0.028
C 2.193 0.763 -0.794 -0.669
C 2.437 -0.580 -0.385 -0.316
C 1.464 1.553 -0.026 -0.627
C 1.791 -1.176 0.643 0.585
C 1.029 -0.339 1.504 0.349
C 0.797 0.968 1.064 0.737
N -1.095 -0.285 -2.376 0.212
C -0.157 1.845 1.684 -1.133
S -1.936 1.375 1.254 1.270
H -0.967 -3.251 -0.556 0.418
H -1.834 -1.856 0.932 0.443
H 2.817 1.205 -1.570 0.438
H 3.093 -1.284 -0.936 0.355
H 1.389 2.674 -0.227 0.246
H -0.866 0.025 -3.305 0.272
H -0.169 1.870 2.801 0.419
H 0.060 2.911 1.460 0.469



[5]
43
Properties=species:S:1:pos:R:3:mulliken_charge:R:1 method="wB97M-V/def2-TZVPD" smiles="CS(=O)(=O)CCCOc1ccc2ncc(-c3cc4cccc(F)c4o3)n2n1" homo_ev=-8.024
O 2.101 0.577 2.901 -0.622
O 2.583 2.527 4.141 -0.668
F 2.880 -4.678 -2.805 -0.287
N -2.056 0.475 -0.631 -0.290
N -3.685 -2.346 -2.117 -0.760
O 0.660 -2.872 -2.245 -0.438
O -2.676 2.431 0.365 -0.423
C -2.985 1.181 -0.112 0.705
C -3.659 -1.185 -1.457 0.281
C -2.375 -2.607 -2.478 -0.510
C -4.395 0.677 -0.075 -0.763
C -4.680 -0.402 -0.866 -0.314
C -0.069 -1.720 -1.923 0.677
C 0.790 -0.662 -1.649 -0.276
C -1.539 -1.650 -1.923 -0.087
C 4.519 -1.514 -1.838 -0.501
C 4.361 -2.802 -2.292 -0.588
C 3.410 -0.635 -1.672 -0.558
C 3.039 -3.380 -2.379 0.278
C 1.976 -2.497 -2.214 0.103
C 2.143 -1.186 -1.920 0.398
N -2.313 -0.776 -1.194 0.211
C -1.244 2.781 0.539 -0.676
C -0.481 2.061 1.631 -0.275
C 0.291 1.304 4.670 -1.002
C 0.821 2.707 2.049 -0.732
S 1.578 1.773 3.429 1.196
H -1.986 -3.507 -3.004 0.428
H -5.129 1.252 0.520 0.381
H -5.686 -0.845 -1.037 0.395
H 0.441 0.322 -1.326 0.459
H 5.501 -1.251 -1.558 0.417
H 5.166 -3.495 -2.470 0.438
H 3.463 0.403 -1.243 0.338
H -1.081 3.857 0.643 0.469
H -0.715 2.488 -0.414 0.284
H -1.209 2.059 2.527 0.207
H -0.261 1.033 1.218 0.308
H 0.767 0.696 5.545 0.327
H -0.437 0.776 4.059 0.325
H -0.016 2.197 5.034 0.386
H 0.712 3.767 2.394 0.386
H 1.475 2.669 1.180 0.376